*one*
The molecule C18H21N3O3. Source: OMol25; level of theory: ωB97M-V with the def2-TZVPD basis set.

Cartesian coordinates (Å):
C: 6.46 3.88 0.43
C: 6.38 2.47 -0.12
C: 5.74 2.46 -1.52
O: 4.40 2.93 -1.51
C: 3.41 2.14 -1.05
C: 3.53 0.80 -0.66
C: 2.43 0.10 -0.22
C: 1.17 0.71 -0.16
C: 0.04 -0.05 0.31
N: 0.03 -1.28 0.70
C: -1.27 -1.56 1.06
C: -1.68 -2.81 1.52
N: -2.05 -3.84 1.88
C: -2.03 -0.41 0.84
N: -3.32 -0.09 1.08
C: -4.37 -1.05 1.29
C: -5.12 -1.44 0.00
C: -4.35 -2.46 -0.85
C: -4.78 -3.79 -0.24
C: -6.13 -3.47 0.43
O: -6.34 -2.06 0.31
O: -1.21 0.54 0.37
C: 1.05 2.04 -0.55
C: 2.15 2.74 -0.98
H: 6.87 3.87 1.44
H: 5.47 4.33 0.47
H: 7.10 4.50 -0.19
H: 5.79 1.85 0.55
H: 7.38 2.03 -0.20
H: 6.27 3.16 -2.17
H: 5.80 1.46 -1.96
H: 4.49 0.30 -0.70
H: 2.52 -0.93 0.08
H: -3.60 0.81 0.71
H: -5.09 -0.61 1.98
H: -3.94 -1.94 1.76
H: -5.36 -0.52 -0.55
H: -4.68 -2.39 -1.89
H: -3.27 -2.31 -0.81
H: -4.06 -4.13 0.50
H: -4.88 -4.57 -0.99
H: -6.97 -3.96 -0.07
H: -6.13 -3.75 1.49
H: 0.08 2.52 -0.50
H: 2.06 3.77 -1.29

Values from the calculation:
* SMILES string: CCCOc1ccc(-c2nc(C#N)c(NC[C@H]3CCCO3)o2)cc1
* net charge: 0
* gap between HOMO and LUMO: 8.26 eV

These are the natural (NBO) partial charges, in e, on atoms 1 to 2: number 1, C, carries -0.6078; number 2, C, carries -0.4265

***

*two*
The molecule C18H21N3O3. Source: OMol25; level of theory: ωB97M-V with the def2-TZVPD basis set.

Cartesian coordinates (Å):
C: -2.10 -4.45 -1.15
C: -1.32 -4.46 0.16
C: -0.80 -3.06 0.52
N: -1.89 -2.14 0.75
C: -1.91 -0.91 0.18
O: -1.12 -0.54 -0.66
N: -2.98 -0.14 0.60
C: -3.11 1.22 0.29
C: -4.35 1.76 -0.02
C: -4.47 3.09 -0.35
C: -3.34 3.90 -0.40
C: -2.10 3.37 -0.07
C: -1.97 2.04 0.29
C: -0.67 1.51 0.81
O: -0.59 0.98 1.89
N: 0.38 1.78 -0.02
C: 1.71 1.38 0.11
C: 2.22 0.84 1.29
C: 3.55 0.48 1.36
C: 4.41 0.66 0.27
O: 5.70 0.27 0.46
C: 6.61 0.43 -0.61
C: 3.90 1.21 -0.90
C: 2.56 1.57 -0.97
H: -1.47 -4.11 -1.96
H: -2.95 -3.78 -1.07
H: -2.47 -5.45 -1.38
H: -1.95 -4.83 0.97
H: -0.46 -5.13 0.07
H: -0.16 -3.12 1.41
H: -0.22 -2.64 -0.31
H: -2.46 -2.32 1.56
H: -3.78 -0.59 1.01
H: -5.22 1.12 0.01
H: -5.44 3.50 -0.59
H: -3.43 4.94 -0.67
H: -1.23 4.01 -0.07
H: 0.13 2.12 -0.94
H: 1.57 0.69 2.13
H: 3.96 0.05 2.26
H: 6.71 1.48 -0.89
H: 6.30 -0.16 -1.48
H: 7.56 0.06 -0.24
H: 4.52 1.37 -1.76
H: 2.18 1.99 -1.89

Values from the calculation:
* SMILES string: CCCNC(=O)Nc1ccccc1C(=O)Nc1ccc(OC)cc1
* net charge: 0
* gap between HOMO and LUMO: 8.43 eV

These are the natural (NBO) partial charges, in e, on atoms 1 to 2: number 1, C, carries -0.6092; number 2, C, carries -0.3970

***

Which one is the least stable? From the structures above, *one*.